# 1
Entry from OMol25: a structure of composition C45H48CsN5O2P2S2 (the ωB97M-V functional and the def2-TZVPD basis).

Geometry as ORCA input:
```
! RIJCOSX wB97M-V def2-TZVPD def2/J DEFGRID3
* xyz -2 1
Cs -0.26886 0.90198 0.01530
O -3.06938 1.39510 1.30309
C -3.87235 2.32268 0.96822
C -4.66169 3.02762 1.93670
C -5.44682 4.10445 1.59833
C -5.53799 4.54973 0.27208
C -4.86101 3.83608 -0.70275
C -4.06788 2.73269 -0.39599
C -3.46882 1.91777 -1.45961
N -3.54553 2.21240 -2.69284
C -3.05938 1.29330 -3.70767
C -2.23975 0.05015 -3.34231
N -0.84760 0.35960 -3.07221
C -0.04306 0.08281 -4.02228
C 1.39076 0.30095 -4.13431
C 1.95733 -0.01497 -5.37829
C 3.29934 0.13610 -5.65545
C 4.12864 0.62092 -4.62900
C 3.62192 0.93800 -3.39731
C 2.22601 0.80280 -3.07012
O 1.79657 1.09216 -1.92028
H -4.57963 2.69567 2.96674
H -6.00513 4.62041 2.37551
H -6.15479 5.40159 0.01262
H -4.94599 4.11009 -1.74897
H -2.99515 0.99650 -1.10360
H -2.46925 1.87533 -4.42344
H -3.94726 0.95688 -4.25905
H -2.32739 -0.63948 -4.19792
H -2.66859 -0.46480 -2.47700
H -0.46188 -0.38814 -4.93108
H 1.29509 -0.39890 -6.15094
H 3.70217 -0.12148 -6.62686
H 5.19381 0.73278 -4.80876
H 4.26884 1.28973 -2.60167
C 3.61171 -1.00800 4.44337
C 2.29412 -1.38743 4.24939
C 1.34014 -0.42457 3.95353
C 1.72242 0.89910 3.80640
C 3.04677 1.28906 3.99777
C 3.98326 0.33034 4.33423
N 0.69088 1.79301 3.39299
N 1.09157 2.82167 2.82944
C 0.01047 3.66016 2.40275
C -1.09383 3.90505 3.20910
C -2.09604 4.70585 2.69664
C -1.97139 5.20031 1.40597
C -0.82168 4.89957 0.69719
N 0.17338 4.16052 1.18855
H 4.36009 -1.76779 4.62913
H 2.02457 -2.43473 4.26351
H 0.30829 -0.69412 3.77029
H 3.32254 2.32483 3.85493
H 5.02000 0.61449 4.46261
H -1.15881 3.44686 4.18525
H -2.98606 4.91060 3.27440
H -2.76866 5.76933 0.94694
H -0.68923 5.25503 -0.31894
S 3.84020 -4.15594 2.12532
P 3.14671 -2.79966 0.84327
S 1.20116 -2.36787 0.84029
C 4.13057 -1.25003 1.01384
C 5.39746 -1.27006 1.58970
C 6.15952 -0.11172 1.64854
C 5.66237 1.07909 1.13445
C 4.40508 1.10341 0.54704
C 3.64633 -0.05785 0.48416
C 3.62746 -3.24745 -0.87584
C 4.54222 -4.26165 -1.12998
C 4.93904 -4.53444 -2.43354
C 4.43375 -3.78519 -3.48716
C 3.52003 -2.76797 -3.23903
C 3.11296 -2.50792 -1.93956
H 5.76711 -2.20307 1.99864
H 7.14485 -0.13834 2.10198
H 6.25689 1.98465 1.18586
H 4.00286 2.01495 0.12175
H 2.69131 -0.03324 -0.02538
H 4.93032 -4.83195 -0.29450
H 5.64899 -5.33192 -2.62435
H 4.75235 -3.98973 -4.50332
H 3.13098 -2.16559 -4.05105
H 2.38846 -1.72385 -1.74932
C -6.06198 -1.81632 0.43079
C -4.85472 -1.04818 -0.09696
P -3.16438 -1.67491 0.32208
C -3.23576 -1.66115 2.16508
C -2.05377 -2.38316 2.80819
C -3.36442 -3.48107 -0.05955
C -2.02252 -4.16629 -0.31935
H -6.99192 -1.34157 0.10685
H -6.07554 -1.84368 1.52097
H -6.07323 -2.84822 0.07262
H -4.87185 -0.01614 0.25845
H -4.89795 -0.99269 -1.19015
H -4.17573 -2.09989 2.51487
H -3.23727 -0.60083 2.42839
H -2.09663 -3.46100 2.63412
H -2.04196 -2.22615 3.88995
H -1.09864 -2.04115 2.40647
H -3.98890 -3.54774 -0.95720
H -3.91550 -3.98314 0.74349
H -1.50578 -3.69750 -1.15832
H -2.15528 -5.22719 -0.54850
H -1.34503 -4.08628 0.53159
*
```

As for the LUMO energy: 3.7 eV. The total energy comes out at -99789.9689 eV. The calculation puts the frontier orbital gap at 0.22279 Ha. The value obtained for the relative energy (zero: lowest compared OMol25 entry of this formula, charge and spin) is 0.061 eV.

Mulliken population analysis, charges in e, atoms 1 to 2: atom 1 (Cs): 1.10, atom 2 (O): -0.61

# 2
Entry from OMol25: the molecule C4H6O2 (the ωB97M-V functional and the def2-TZVPD basis).

Geometry as ORCA input:
```
! RIJCOSX wB97M-V def2-TZVPD def2/J DEFGRID3
* xyz 0 1
O -1.93196 1.67883 0.25965
C -1.06206 0.86918 0.09047
C -0.98168 -0.64972 0.24726
C 0.48586 -0.58146 -0.23146
O 1.35219 -1.02631 0.78464
C 0.38905 0.96300 -0.38818
H -1.07524 -0.99849 1.28085
H -1.67569 -1.20748 -0.38924
H 0.67006 -1.11116 -1.17619
H 2.25796 -0.81975 0.52151
H 0.49799 1.35907 -1.40316
H 1.04152 1.52097 0.29240
*
```

As for the LUMO energy: 0.7 eV. The total energy comes out at -8339.1773 eV. The calculation puts the frontier orbital gap at 0.38159 Ha. The value obtained for the relative energy (zero: lowest compared OMol25 entry of this formula, charge and spin) is 1.284 eV.

Mulliken population analysis, charges in e, atoms 1 to 2: atom 1 (O): -0.55, atom 2 (C): 0.44

# 3
Entry from OMol25: the molecule C23H22N2O2 (the ωB97M-V functional and the def2-TZVPD basis).

Geometry as ORCA input:
```
! RIJCOSX wB97M-V def2-TZVPD def2/J DEFGRID3
* xyz 0 1
C 0.58518 -3.93949 1.42997
C 0.82226 -5.08388 0.42446
C 0.69880 -4.65525 -1.08904
C -0.73958 -4.47195 -1.64069
C -0.61253 -3.32230 -2.63985
N -0.87258 -2.01870 -1.90685
N 0.17193 -1.16795 -1.64792
C -0.26174 -0.25305 -0.73337
C 0.60501 0.76674 -0.03846
O 1.77080 0.87189 -0.39651
O 0.07299 1.62143 0.89458
C 1.01940 2.46750 1.48561
C 1.72095 2.16551 2.70930
C 2.63032 3.04201 3.29167
C 2.90752 4.31814 2.71891
C 2.12332 4.67952 1.69034
C 2.44905 5.95767 1.14272
C 1.78446 6.45359 -0.08564
C 0.82379 5.57175 -0.73053
C 0.60426 4.27799 -0.19217
C 1.26806 3.81047 0.98523
C -1.71947 -0.32798 -0.74553
C -2.77764 0.46833 -0.20561
C -4.10109 0.13210 -0.45538
C -4.44871 -0.95409 -1.23243
C -3.49405 -1.79851 -1.64269
C -2.09936 -1.49385 -1.53257
H 0.99348 -3.00785 1.08552
H 0.91817 -4.09499 2.45398
H -0.57983 -3.91875 1.44119
H 0.18443 -6.00128 0.70000
H 1.89225 -5.31293 0.60862
H 1.17150 -5.50515 -1.71185
H 1.26615 -3.70800 -1.10992
H -1.15947 -5.46136 -1.89832
H -1.39233 -4.01701 -0.85072
H 0.41842 -3.24231 -3.03892
H -1.34103 -3.50782 -3.43935
H 1.54989 1.28644 3.30205
H 3.12828 2.57742 4.11757
H 3.65783 4.98248 2.96954
H 3.36104 6.53156 1.50779
H 1.74585 7.47506 -0.41232
H 0.18642 5.82093 -1.53136
H -0.22228 3.66435 -0.55528
H -2.56898 1.36514 0.34194
H -4.85939 0.85137 -0.22449
H -5.50153 -1.25607 -1.34879
H -3.78022 -2.63886 -2.26445
*
```

As for the LUMO energy: 0.1 eV. The total energy comes out at -31280.1366 eV. The calculation puts the frontier orbital gap at 0.29380 Ha. The value obtained for the relative energy (zero: lowest compared OMol25 entry of this formula, charge and spin) is 4.461 eV.

Mulliken population analysis, charges in e, atoms 1 to 2: atom 1 (C): -0.86, atom 2 (C): -0.63

# 4
Entry from OMol25: a structure of composition C2HF6MnNO4S2 (the ωB97M-V functional and the def2-TZVPD basis).

Geometry as ORCA input:
```
! RIJCOSX wB97M-V def2-TZVPD def2/J DEFGRID3
* xyz 0 6
N -0.04350 -0.61068 0.46801
S 0.88897 -0.78464 -0.86282
O 1.06258 -2.20740 -1.08888
O 0.46128 0.10236 -1.93280
C 2.56842 -0.16361 -0.32046
F 3.40744 -0.36596 -1.32007
F 2.97876 -0.81504 0.76533
F 2.50604 1.12604 -0.05497
S -0.94640 0.69398 0.77930
O -0.40860 1.99957 0.47083
O -1.34469 0.36907 2.18121
C -2.54951 0.54338 -0.19002
F -2.34955 0.89167 -1.43930
F -2.98556 -0.69473 -0.12385
F -3.41593 1.36126 0.37272
H 0.55455 -2.63997 3.13698
Mn -0.31578 -1.41947 2.38546
*
```

As for the LUMO energy (spin up / spin down): -0.1 / -1.3 eV. The total energy comes out at -81063.7677 eV. The calculation puts the frontier orbital gap (spin up / spin down) at 0.36987 / 0.35136 Ha. The value obtained for the relative energy (zero: lowest compared OMol25 entry of this formula, charge and spin) is 0.000 eV. The expectation value of S² is 8.76.

Mulliken population analysis, charges in e, atoms 1 to 2: atom 1 (N): -0.50, atom 2 (S): 0.96